<a>
Entry from the OMol25 dataset: the molecule H3NP2S (ωB97M-V/def2-TZVPD).

```
7
Properties=species:S:1:pos:R:3
N -0.37 0.49 -0.44
P -1.59 1.19 0.44
P 1.18 -0.20 -0.07
S 1.40 -1.51 1.32
H -0.15 0.85 -1.48
H -1.31 0.18 1.51
H 0.84 -0.99 -1.28
```

Summary:
**E_HOMO (spin up / spin down)**: -7.8 / -8.3 eV
**Kohn-Sham gap (spin up / spin down)**: 5.8 / 7.2 eV
**Molar mass**: 111.046 g/mol



<b>
Entry from the OMol25 dataset: the molecule H3NP2S (ωB97M-V/def2-TZVPD).

```
7
Properties=species:S:1:pos:R:3
P 1.51 0.77 0.30
N -0.04 0.23 0.00
P -1.39 0.91 -0.35
S -2.66 -0.67 0.08
H 1.99 -0.69 0.40
H 1.96 0.71 -0.93
H -1.36 -1.26 0.50
```

Summary:
**E_HOMO**: -8.8 eV
**Kohn-Sham gap**: 8.3 eV
**Molar mass**: 111.046 g/mol
**SMILES string**: P/N=P/S



Which of them is the least stable? Correct choice: <a>.



<a>
Entry from the OMol25 dataset: the molecule C3H7FO (ωB97M-V/def2-TZVPD).

```
12
Properties=species:S:1:pos:R:3
C 1.64 -0.50 0.06
O 0.85 0.53 -0.43
C -0.33 0.86 0.16
C -1.58 0.01 -0.47
F -2.78 -0.23 0.21
H 1.36 -0.55 1.27
H 2.85 -0.34 0.21
H 1.44 -1.42 -0.37
H -0.41 0.44 1.27
H -0.48 2.05 0.29
H -0.85 -0.93 -0.61
H -1.70 0.07 -1.59
```

Summary:
**E_HOMO**: -10.3 eV
**Kohn-Sham gap**: 11.3 eV
**Molar mass**: 78.086 g/mol
**SMILES string**: COCCF



<b>
Entry from the OMol25 dataset: a cluster of 2 separate species, C3H7FO in total (ωB97M-V/def2-TZVPD).

```
12
Properties=species:S:1:pos:R:3
C 1.68 0.78 0.32
C -0.79 -1.15 -0.92
C -0.78 0.47 0.88
O -1.06 -0.77 0.50
F -1.24 1.43 0.08
H 1.86 -0.25 0.56
H 1.40 0.95 -0.78
H 2.10 1.53 0.83
H 0.07 -1.80 -0.91
H -0.71 -0.18 -1.47
H -1.60 -1.84 -1.02
H -0.94 0.82 1.93
```

Summary:
**E_HOMO (spin up / spin down)**: -7.5 / -8.0 eV
**Kohn-Sham gap (spin up / spin down)**: 8.3 / 8.9 eV
**Molar mass**: 78.086 g/mol



Which of them is the least stable? Correct choice: <b>.



<a>
Entry from the OMol25 dataset: the molecule C2H4N2O4 (ωB97M-V/def2-TZVPD).

```
12
Properties=species:S:1:pos:R:3
O -1.09 -1.11 -0.99
C -0.66 0.01 -1.14
O -0.38 0.44 -2.40
N 0.44 0.81 -0.34
N -0.42 0.98 0.71
C 0.27 -0.38 1.36
O -0.63 -1.06 1.80
O 1.54 -0.75 1.52
H -0.49 -0.33 -2.99
H 0.89 1.55 -0.85
H -0.99 1.47 1.39
H 1.52 -1.63 1.94
```

Summary:
**E_HOMO**: -9.1 eV
**Kohn-Sham gap**: 9.3 eV
**Molar mass**: 120.064 g/mol
**SMILES string**: O=C(O)NNC(=O)O



<b>
Entry from the OMol25 dataset: the molecule C2H4N2O4 (ωB97M-V/def2-TZVPD).

```
12
Properties=species:S:1:pos:R:3
O -0.74 -0.87 -2.43
C -0.91 -0.97 -1.19
N -0.88 0.24 -0.24
O -0.02 1.12 -1.14
C -0.29 -0.28 0.95
O -0.63 -1.41 1.50
N 0.35 0.74 1.57
O 1.71 0.83 0.97
H -1.40 -1.82 -0.66
H 0.13 0.63 -2.23
H 0.95 0.23 2.49
H 1.73 1.55 0.41
```

Summary:
**E_HOMO**: -10.6 eV
**Kohn-Sham gap**: 10.2 eV
**Molar mass**: 120.064 g/mol
**SMILES string**: O=CN(O)C(=O)NO



Which of them is the least stable? Correct choice: <b>.